# 1
Formula: C22H24N2O4
Source: OMol25
Level of theory: ωB97M-V with the def2-TZVPD basis set

As for the molar mass: 380.4 g mol⁻¹. For the energy relative to the best compared isomer or geometry (same formula, charge and spin), the calculation gives 3.0 kcal/mol. The value obtained for the frontier orbital gap is 9.63 eV. The SMILES is Cc1ccc(C[C@@H](NC(=O)c2ccccc2)C(=O)N2CCC[C@@H]2C(=O)O)cc1. The value obtained for the energy is -1263.29236 hartree. Its multiplicity is 1.

Atoms and positions in Å:
C 2.47 1.96 5.80
C 1.58 1.86 4.60
C 1.48 2.92 3.71
C 0.65 2.85 2.61
C -0.12 1.71 2.37
C -0.02 0.65 3.27
C 0.82 0.73 4.37
H 0.88 -0.11 5.05
H -0.61 -0.24 3.11
C -0.97 1.60 1.14
H -1.80 0.92 1.31
H -1.38 2.57 0.86
C -0.13 1.07 -0.04
N 0.48 -0.20 0.31
C -0.08 -1.39 -0.02
O -0.95 -1.50 -0.87
C 0.47 -2.58 0.70
C 1.75 -2.61 1.25
C 2.19 -3.74 1.91
C 1.36 -4.84 2.04
C 0.09 -4.82 1.49
C -0.35 -3.69 0.82
H -1.34 -3.66 0.38
H -0.56 -5.68 1.58
H 1.70 -5.72 2.57
H 3.18 -3.76 2.33
H 2.42 -1.77 1.14
H 1.04 -0.16 1.16
C -1.02 0.94 -1.28
O -2.23 1.15 -1.20
N -0.41 0.76 -2.46
C 0.98 0.47 -2.70
C 0.93 -0.67 -3.72
H 0.71 -1.60 -3.21
C -0.24 -0.26 -4.61
C -1.22 0.42 -3.64
H -2.02 -0.26 -3.31
C -1.88 1.67 -4.26
O -1.59 2.08 -5.35
O -2.79 2.24 -3.50
H -2.82 1.82 -2.59
H 0.07 0.47 -5.35
H -0.70 -1.10 -5.11
H 1.86 -0.77 -4.28
H 1.46 1.35 -3.13
H 1.50 0.18 -1.79
H 0.67 1.78 -0.26
H 0.59 3.68 1.92
H 2.07 3.82 3.88
H 1.94 2.46 6.62
H 2.77 0.97 6.15
H 3.36 2.54 5.58



# 2
Formula: C22H17F7N5O7S3Ti
Source: OMol25
Level of theory: ωB97M-V with the def2-TZVPD basis set

As for the molar mass: 740.5 g mol⁻¹. The value obtained for the frontier orbital gap is 3.62 eV. Its charge is -1. The value obtained for the energy is -4392.15962 hartree. Its multiplicity is 1.

Atoms and positions in Å:
Ti -0.19 0.24 0.80
O -3.28 -0.21 2.79
C -2.61 -0.77 1.97
N -1.21 -0.95 2.00
C -0.64 -1.44 3.17
O -1.27 -1.67 4.19
C 0.79 -1.82 3.10
C 1.46 -2.03 4.30
C 2.75 -2.50 4.34
C 3.39 -2.81 3.11
C 2.74 -2.61 1.94
N 1.47 -2.06 1.88
C -3.29 -1.41 0.77
C -4.50 -0.89 0.34
C -5.13 -1.48 -0.74
C -4.53 -2.58 -1.34
C -3.34 -3.05 -0.80
N -2.72 -2.48 0.22
H 0.90 -1.81 5.19
H 3.27 -2.61 5.28
H 4.40 -3.20 3.08
H 3.21 -2.79 0.99
H -4.92 -0.05 0.86
H -6.07 -1.09 -1.12
H -4.98 -3.08 -2.19
H -2.86 -3.93 -1.22
F 1.02 4.77 1.21
C 0.37 3.64 0.90
F -0.59 3.95 0.02
F -0.18 3.19 2.01
S 1.68 2.58 0.06
O 1.02 1.31 -0.45
O 2.00 3.52 -0.97
N 2.77 2.29 1.10
S 2.61 0.84 1.94
O 0.97 0.83 2.08
O 3.16 1.02 3.26
C 4.75 0.15 0.59
F 5.40 -0.98 0.84
F 4.15 0.05 -0.59
F 5.59 1.16 0.58
N 1.30 -2.11 -0.48
C 0.98 -1.55 0.62
H 1.86 -2.95 -0.36
F -1.64 1.32 0.55
C -1.76 -0.79 -3.47
S -0.34 -0.46 -2.44
O -0.97 -0.47 -1.06
C -0.23 1.25 -2.97
C 0.86 1.61 -3.74
C 0.97 2.92 -4.18
C 0.01 3.85 -3.83
C -1.07 3.48 -3.03
C -1.19 2.17 -2.59
H -2.56 -0.12 -3.16
H -2.05 -1.83 -3.32
H -1.48 -0.61 -4.51
H 1.62 0.88 -3.98
H 1.83 3.22 -4.76
H 0.11 4.88 -4.15
H -1.80 4.21 -2.73
H -2.00 1.88 -1.94



# 3
Formula: C13H25KN6O8
Source: OMol25
Level of theory: ωB97M-V with the def2-TZVPD basis set

As for the molar mass: 432.5 g mol⁻¹. For the energy relative to the best compared isomer or geometry (same formula, charge and spin), the calculation gives 59.6 kcal/mol. The value obtained for the frontier orbital gap is 6.85 eV. Its charge is -2. The value obtained for the energy is -2040.83022 hartree. Its multiplicity is 1.

Atoms and positions in Å:
K -0.44 -0.89 0.88
O 3.60 -2.13 0.08
C 2.93 -2.05 -1.18
C 2.90 -0.66 -1.82
N 1.73 0.20 -1.56
C 1.31 0.84 -2.81
C 0.02 1.71 -2.78
O 0.09 2.77 -3.44
O -0.91 1.30 -2.02
C 1.96 1.23 -0.55
C 2.03 0.83 0.94
O 2.19 1.79 1.73
O 1.89 -0.40 1.25
H 3.10 -1.54 0.68
H 1.89 -2.42 -1.12
H 3.47 -2.72 -1.86
H 2.95 -0.82 -2.90
H 3.83 -0.15 -1.54
H 1.11 0.05 -3.55
H 2.11 1.47 -3.22
H 1.13 1.93 -0.62
H 2.86 1.82 -0.76
N -1.83 -1.30 -1.30
N -2.95 -0.55 -0.86
C -3.35 -0.46 0.47
O -4.13 0.45 0.77
O -2.89 -1.31 1.34
H -1.18 -0.60 -1.69
H -2.13 -1.89 -2.05
H -3.06 0.34 -1.33
N -1.60 -3.24 1.89
C -2.46 -2.95 1.03
H -1.34 -2.53 2.58
C -0.81 3.60 0.49
N -1.55 3.47 1.76
C -2.79 4.24 1.83
C -1.53 2.20 2.32
O -1.12 1.22 1.72
N -2.03 2.11 3.61
C -1.69 3.10 4.61
C -2.20 0.75 4.12
H -0.79 4.66 0.22
H -1.26 3.02 -0.32
H 0.21 3.26 0.65
H -3.39 4.09 0.93
H -2.56 5.31 1.92
H -3.38 3.94 2.69
H -2.53 3.26 5.30
H -1.44 4.05 4.14
H -0.83 2.78 5.21
H -2.65 0.12 3.35
H -2.85 0.78 4.99
H -1.24 0.30 4.41



# 4
Formula: C5H8OS2
Source: OMol25
Level of theory: ωB97M-V with the def2-TZVPD basis set

As for the molar mass: 148.3 g mol⁻¹. For the energy relative to the best compared isomer or geometry (same formula, charge and spin), the calculation gives 89.9 kcal/mol. The value obtained for the frontier orbital gap is 9.41 eV. The SMILES is C[C@@]12SCO[C@H]1[C@@H]2S. The value obtained for the energy is -1066.78817 hartree. Its multiplicity is 1.

Atoms and positions in Å:
C -1.54 -0.61 0.52
C -0.53 0.04 -0.41
C 0.71 1.32 1.39
C 0.91 -0.25 -0.11
C 0.22 -1.06 -1.18
H -1.40 -1.65 0.67
H -1.56 -0.16 1.51
H -2.55 -0.46 0.07
H 1.58 1.99 1.32
H 0.20 1.46 2.38
H 1.60 0.40 -0.64
H -0.27 -2.02 -0.96
H 1.13 0.28 -2.91
O 1.08 -0.07 1.27
S -0.44 1.79 -0.08
S 0.86 -1.02 -2.85



# 5
Formula: H8N5O2P
Source: OMol25
Level of theory: ωB97M-V with the def2-TZVPD basis set

As for the molar mass: 141.1 g mol⁻¹. For the energy relative to the best compared isomer or geometry (same formula, charge and spin), the calculation gives 52.7 kcal/mol. The value obtained for the frontier orbital gap is 9.32 eV. The SMILES is NNP(NN)ONO. The value obtained for the energy is -770.23057 hartree. Its multiplicity is 1.

Atoms and positions in Å:
N -1.83 -0.31 -1.87
N 1.29 -2.25 -0.24
N 0.32 1.77 1.75
N -1.13 0.57 -0.93
N 0.60 -1.09 -0.75
O 1.52 1.97 2.47
O 0.65 0.71 0.77
P -0.44 -0.38 0.28
H -2.08 0.18 -2.73
H -2.70 -0.58 -1.47
H 2.21 -2.08 -0.20
H 1.10 -2.45 0.75
H 1.58 1.40 3.19
H 0.29 2.56 1.21
H -1.63 1.35 -0.60
H 0.25 -1.36 -1.64



# 6
Formula: C23H19N3O2SeTi
Source: OMol25
Level of theory: ωB97M-V with the def2-TZVPD basis set

Its expectation value of S² is 0.78. As for the molar mass: 496.3 g mol⁻¹. For the energy relative to the best compared isomer or geometry (same formula, charge and spin), the calculation gives 0.0 kcal/mol. The value obtained for the frontier orbital gap (spin up / spin down) is 5.86 / 7.42 eV. Its charge is +1. The value obtained for the energy is -4453.35051 hartree. Its multiplicity is 2.

Atoms and positions in Å:
Ti 0.02 -0.01 -0.04
C 0.57 4.31 -0.80
O 1.73 3.55 -1.31
C 1.40 2.28 -1.18
N 0.32 2.01 -0.51
C -0.19 3.28 0.04
C -1.69 3.35 -0.02
C -2.47 2.22 0.22
C -3.86 2.28 0.20
C -4.49 3.49 -0.06
C -3.73 4.62 -0.29
C -2.34 4.55 -0.26
C 2.18 1.17 -1.67
C 3.38 1.20 -2.34
C 4.00 0.00 -2.69
C 3.37 -1.20 -2.36
C 2.17 -1.17 -1.69
N 1.56 0.00 -1.33
C 1.38 -2.29 -1.21
N 0.30 -2.01 -0.54
C -0.21 -3.29 0.00
C 0.55 -4.31 -0.85
O 1.71 -3.55 -1.36
C -1.71 -3.35 -0.05
C -2.37 -4.55 -0.33
C -3.76 -4.61 -0.35
C -4.51 -3.48 -0.08
C -3.87 -2.28 0.21
C -2.49 -2.23 0.23
H 0.01 4.65 -1.66
H 0.98 5.14 -0.23
H 0.13 3.31 1.09
H -2.04 1.25 0.48
H -4.44 1.39 0.38
H -5.57 3.54 -0.08
H -4.22 5.57 -0.48
H -1.77 5.46 -0.43
H 3.83 2.16 -2.58
H 4.94 0.00 -3.21
H 3.82 -2.16 -2.61
H 0.12 -3.34 1.04
H -0.01 -4.64 -1.73
H 0.95 -5.16 -0.31
H -1.81 -5.45 -0.54
H -4.25 -5.55 -0.57
H -5.59 -3.53 -0.09
H -4.44 -1.40 0.44
H -2.05 -1.27 0.52
Se 0.68 -0.02 2.06



# 7
Formula: C27H46BN8OPdS3
Source: OMol25
Level of theory: ωB97M-V with the def2-TZVPD basis set

Its expectation value of S² is 6.05. As for the molar mass: 712.2 g mol⁻¹. For the energy relative to the best compared isomer or geometry (same formula, charge and spin), the calculation gives 8.1 kcal/mol. The value obtained for the frontier orbital gap (spin up / spin down) is 8.40 / 3.73 eV. Its charge is +3. The value obtained for the energy is -2916.19710 hartree. Its multiplicity is 5.

Atoms and positions in Å:
Pd 0.60 0.25 0.45
C -3.16 0.36 3.07
C -4.07 -0.37 2.08
C -5.53 -0.04 2.40
C -3.89 -1.89 2.15
N -3.74 0.11 0.72
C -4.52 0.94 -0.01
C -3.85 1.24 -1.16
N -2.66 0.59 -1.15
B -1.74 0.69 -2.40
N -0.83 -0.55 -2.56
C -1.34 -1.70 -3.09
C -0.32 -2.60 -3.25
N 0.82 -1.99 -2.84
C 0.50 -0.75 -2.41
S 1.60 0.43 -1.82
C 2.18 -2.58 -2.82
C 2.63 -2.66 -1.36
C 2.15 -4.00 -3.40
C 3.09 -1.71 -3.68
N -0.94 2.02 -2.39
C -0.73 2.68 -3.56
C -0.08 3.85 -3.29
N 0.08 3.93 -1.94
C -0.43 2.80 -1.41
S -0.51 2.40 0.26
C 0.79 5.08 -1.33
C 0.71 5.07 0.19
C 2.26 4.99 -1.77
C 0.13 6.36 -1.86
C -2.60 -0.10 0.01
S -1.33 -1.18 0.46
H -3.33 -0.03 4.06
H -3.36 1.43 3.07
H -2.11 0.22 2.81
H -5.77 -0.47 3.37
H -6.21 -0.47 1.67
H -5.70 1.03 2.47
H -4.23 -2.23 3.12
H -2.85 -2.18 2.04
H -4.48 -2.38 1.39
H -5.48 1.28 0.31
H -4.15 1.86 -1.98
H -2.44 0.73 -3.34
H -2.37 -1.81 -3.34
H -0.35 -3.59 -3.64
H 1.89 -3.18 -0.76
H 2.81 -1.67 -0.93
H 3.56 -3.22 -1.31
H 1.53 -4.66 -2.81
H 3.16 -4.39 -3.39
H 1.81 -3.99 -4.43
H 3.17 -0.70 -3.29
H 2.71 -1.66 -4.70
H 4.09 -2.14 -3.70
H -1.06 2.29 -4.51
H 0.27 4.59 -3.98
H 1.28 4.24 0.61
H -0.32 5.03 0.54
H 1.15 5.98 0.56
H 2.70 4.06 -1.42
H 2.81 5.82 -1.33
H 2.36 5.06 -2.85
H -0.93 6.37 -1.64
H 0.29 6.49 -2.92
H 0.58 7.22 -1.36
C 0.80 0.06 3.52
N 1.36 -1.26 3.51
C 0.92 -2.22 4.50
C 1.24 -3.63 4.01
C 2.73 -3.68 3.68
N 3.03 -2.66 2.69
C 4.21 -2.84 1.89
C 2.25 -1.57 2.53
O 2.37 -0.83 1.53
H 0.21 0.21 4.42
H 0.15 0.23 2.62
H 1.60 0.82 3.49
H -0.16 -2.11 4.66
H 1.42 -2.03 5.45
H 0.66 -3.85 3.11
H 1.00 -4.37 4.76
H 2.99 -4.65 3.26
H 3.33 -3.53 4.58
H 5.01 -3.24 2.52
H 4.53 -1.89 1.48
H 4.03 -3.55 1.08



# 8
Formula: C5H13N2O
Source: OMol25
Level of theory: ωB97M-V with the def2-TZVPD basis set

As for the molar mass: 117.2 g mol⁻¹. For the energy relative to the best compared isomer or geometry (same formula, charge and spin), the calculation gives 46.4 kcal/mol. The value obtained for the frontier orbital gap is 6.93 eV. The SMILES is NCNCCCC[O-]. Its charge is -1. The value obtained for the energy is -382.98986 hartree. Its multiplicity is 1.

Atoms and positions in Å:
C 0.22 -0.31 -1.05
N -0.83 0.63 -1.51
C -0.36 1.97 -1.50
N -0.46 2.68 -0.22
C -0.38 -1.46 -0.18
C 0.75 -1.99 0.81
C 0.68 -0.93 2.10
O 0.26 0.29 1.77
H 1.00 0.03 -0.36
H 0.54 -0.64 -2.11
H -1.60 0.45 -0.86
H -1.00 2.57 -2.19
H 0.67 2.10 -1.84
H -1.37 2.88 0.18
H 0.05 2.33 0.58
H -1.20 -1.12 0.47
H -0.59 -2.32 -0.81
H 1.69 -1.86 0.31
H 0.23 -2.87 1.22
H -0.06 -1.43 2.80
H 1.75 -1.00 2.40



# 9
Formula: C23H38BF4LiO11
Source: OMol25
Level of theory: ωB97M-V with the def2-TZVPD basis set

As for the molar mass: 584.3 g mol⁻¹. For the energy relative to the best compared isomer or geometry (same formula, charge and spin), the calculation gives 37.8 kcal/mol. The value obtained for the frontier orbital gap is 6.04 eV. The value obtained for the energy is -2158.59878 hartree. Its multiplicity is 1.

Atoms and positions in Å:
Li -0.93 1.09 3.37
B -0.36 0.28 0.80
F -0.69 0.94 -0.40
F -1.51 0.43 1.64
F -0.33 -1.14 0.43
F 0.73 0.70 1.38
C -4.26 2.45 -0.62
O -5.39 2.70 0.16
H -4.35 1.94 -1.54
H -3.45 2.06 -0.05
H -4.15 3.23 -1.18
H -5.19 2.21 0.86
C 1.85 0.67 4.27
O 0.58 0.33 4.66
H 1.92 1.79 3.89
H 2.13 -0.08 3.39
H 2.59 0.54 4.95
H 0.64 0.07 5.58
C 2.10 -2.20 2.16
O 2.24 -3.62 1.82
H 1.29 -1.97 2.82
H 2.09 -1.45 1.25
H 2.98 -1.95 2.78
H 1.46 -4.04 1.81
C 1.96 -0.79 -2.33
O 0.68 -1.24 -2.40
H 1.96 -0.05 -3.06
H 2.75 -1.48 -2.50
H 2.13 -0.03 -1.42
H 0.37 -1.09 -1.42
C -3.38 -0.95 3.18
O -2.79 0.08 3.91
H -3.83 -0.63 2.34
H -4.14 -1.72 3.81
H -2.52 -1.51 2.94
H -3.48 0.30 4.62
C -3.27 -2.31 -0.24
C -4.63 -2.27 -0.53
C -5.16 -3.30 -1.41
C -4.48 -4.38 -1.91
C -2.99 -4.45 -1.69
C -2.53 -3.41 -0.79
O -1.19 -3.39 -0.45
O -6.45 -3.32 -1.73
H -3.01 -1.60 0.46
H -5.28 -1.35 -0.20
H -5.04 -5.03 -2.55
H -2.40 -5.23 -1.81
H -1.04 -2.87 0.44
H -6.93 -2.60 -1.24
C 6.32 1.42 2.37
C 6.95 0.37 1.74
C 6.32 -0.57 0.86
C 4.93 -0.40 0.66
C 4.23 0.65 1.15
C 4.95 1.60 1.98
O 4.27 2.65 2.55
O 6.97 -1.51 0.32
H 7.03 1.93 2.98
H 8.06 0.23 2.23
H 4.34 -1.10 -0.04
H 3.14 0.78 1.03
H 4.71 3.15 3.08
H 6.64 -1.79 -0.53
C -0.61 4.31 -3.71
C -0.45 4.22 -5.08
C -0.25 2.81 -5.50
C -0.09 1.74 -4.57
C -0.35 1.92 -3.25
C -0.46 3.22 -2.81
O -0.77 3.43 -1.48
O -0.26 2.65 -6.83
H -0.88 5.39 -3.41
H -0.60 4.89 -5.90
H 0.09 0.81 -4.90
H -0.41 0.94 -2.75
H -0.78 2.57 -1.12
H -0.31 3.34 -7.36



# 10
Formula: C4H4O3
Source: OMol25
Level of theory: ωB97M-V with the def2-TZVPD basis set

As for the molar mass: 100.1 g mol⁻¹. For the energy relative to the best compared isomer or geometry (same formula, charge and spin), the calculation gives 67.9 kcal/mol. The value obtained for the frontier orbital gap is 11.12 eV. The value obtained for the energy is -380.43882 hartree. Its multiplicity is 1.

Atoms and positions in Å:
C 1.19 -1.10 0.37
C 0.52 -0.06 -0.39
O 1.74 -0.47 -0.81
C -0.11 1.25 0.07
O 0.22 2.37 0.30
C -1.42 0.48 -0.16
O -0.69 -0.36 -1.07
H 1.70 -0.90 1.31
H 0.81 -2.10 0.21
H -1.69 -0.08 0.75
H -2.28 0.97 -0.60



# 11
Formula: C10H15NO2
Source: OMol25
Level of theory: ωB97M-V with the def2-TZVPD basis set

Its expectation value of S² is 0.77. As for the molar mass: 181.2 g mol⁻¹. For the energy relative to the best compared isomer or geometry (same formula, charge and spin), the calculation gives 49.5 kcal/mol. The value obtained for the frontier orbital gap (spin up / spin down) is 8.02 / 4.82 eV. Its charge is +1. The value obtained for the energy is -594.92914 hartree. Its multiplicity is 2.

Atoms and positions in Å:
C -0.82 0.34 -2.68
C -1.50 -0.75 -1.83
C 0.32 -0.38 -3.30
O 0.25 -1.36 -4.03
N 1.60 -0.03 -2.96
H -1.41 0.97 -3.36
H -0.48 1.24 -2.12
H -0.69 -1.26 -1.28
H -1.85 -1.48 -2.54
H 2.36 -0.39 -3.52
H 1.89 0.88 -2.62
H -2.34 -0.15 -1.38
C -2.48 1.09 1.17
C -0.90 0.46 3.07
C -1.11 0.93 1.78
C 0.37 -0.02 3.40
C 0.04 1.10 0.93
C 1.15 -0.34 2.29
C 1.22 0.48 1.12
O 2.16 -1.21 2.34
H -1.68 0.38 3.84
H 0.66 -0.42 4.37
H -2.99 2.01 1.45
H -3.01 0.28 1.69
H -0.07 1.91 0.24
H 2.11 0.51 0.51
H 2.22 -1.70 3.18
H -2.47 0.59 0.20